Here is a molecular structure, C54H74BrCsN4PSbSi from the OMol25 dataset. Energies are from ωB97M-V/def2-TZVPD.

## Properties
Energy ... -157454.3538 eV
Net charge ... 0
Frontier orbital gap ... 5.961 eV

CARTESIAN COORDINATES (ANGSTROEM)
Cs (-1.36995, 1.54939, -0.07362)
C (-4.94777, 1.36661, 2.10826)
N (-4.50464, 0.90796, 0.80470)
C (-4.34029, -0.54239, 0.72333)
C (-3.56143, -1.12654, 1.87958)
C (-4.10071, -2.13948, 2.66512)
C (-3.36439, -2.63102, 3.73215)
C (-2.11425, -2.09607, 3.98499)
C (-1.65203, -1.09512, 3.14224)
N (-2.34902, -0.61938, 2.11327)
C (-5.42157, 1.39398, -0.21432)
C (-4.98759, 1.22577, -1.65365)
C (-5.93595, 1.34788, -2.66411)
C (-5.52050, 1.28120, -3.98248)
C (-4.17424, 1.08608, -4.25395)
C (-3.30443, 0.95805, -3.18617)
N (-3.69989, 1.02401, -1.91121)
C (-4.77997, 2.86134, 2.30966)
C (-5.60727, 3.52765, 3.20935)
C (-5.39461, 4.87304, 3.45045)
C (-4.37426, 5.51945, 2.77128)
C (-3.61722, 4.77971, 1.87682)
N (-3.80290, 3.47905, 1.64853)
H (-4.35174, 0.87333, 2.87738)
H (-5.99952, 1.09808, 2.30996)
H (-3.80944, -0.75221, -0.20823)
H (-5.31524, -1.05570, 0.66880)
H (-5.08796, -2.52515, 2.44328)
H (-3.76398, -3.42040, 4.35786)
H (-1.49833, -2.44502, 4.80429)
H (-0.66688, -0.66208, 3.29687)
H (-5.56299, 2.46526, -0.04998)
H (-6.41742, 0.92937, -0.09669)
H (-6.97833, 1.49958, -2.41051)
H (-6.23795, 1.38165, -4.78806)
H (-3.80069, 1.03019, -5.26763)
H (-2.23974, 0.80860, -3.34610)
H (-6.40312, 2.98744, 3.70750)
H (-6.02033, 5.41179, 4.15098)
H (-4.16838, 6.57167, 2.91962)
H (-2.81984, 5.24794, 1.30775)
C (4.74538, 0.62063, -0.69439)
C (3.54362, 0.86930, -0.04136)
C (2.34511, 0.72637, -0.72501)
C (2.31787, 0.36359, -2.07431)
C (3.53055, 0.13290, -2.71870)
C (4.73435, 0.24934, -2.03167)
P (0.65424, 0.43463, -2.86638)
C (0.86746, -0.44090, -4.45960)
C (1.54079, -1.65826, -4.55303)
C (1.54695, -2.38840, -5.73354)
C (0.87211, -1.91397, -6.85004)
C (0.19644, -0.70379, -6.77335)
C (0.19409, 0.02462, -5.59132)
C (0.62106, 2.21892, -3.28406)
C (1.43179, 2.73115, -4.30871)
C (1.52479, 4.09831, -4.49117)
C (0.81429, 4.93775, -3.63118)
C (0.02573, 4.39326, -2.62713)
C (-0.12476, 3.00701, -2.38746)
H (5.68490, 0.72149, -0.16324)
H (3.54200, 1.16187, 1.00298)
H (1.40713, 0.92327, -0.21325)
H (3.54239, -0.12300, -3.77173)
H (5.66844, 0.06457, -2.55013)
H (2.07406, -2.03934, -3.69309)
H (2.08283, -3.32977, -5.77798)
H (0.87653, -2.48050, -7.77271)
H (-0.32763, -0.31618, -7.63894)
H (-0.32464, 0.97604, -5.54840)
H (1.99533, 2.06785, -4.95883)
H (2.14614, 4.50811, -5.27922)
H (0.88854, 6.01532, -3.75243)
H (-0.50818, 5.10421, -1.99142)
C (1.05787, 6.04868, 4.26973)
C (0.02662, 5.96470, 3.14739)
Sb (0.34073, 4.51107, 1.58564)
C (1.86431, 5.50289, 0.44446)
C (2.72191, 6.55033, 1.14599)
C (1.57201, 3.09122, 2.65953)
C (3.05951, 3.39467, 2.81188)
H (0.76303, 6.77209, 5.03527)
H (2.03883, 6.34824, 3.89898)
H (1.18435, 5.08514, 4.77029)
H (-0.08192, 6.92859, 2.64037)
H (-0.96028, 5.73389, 3.55762)
H (1.33614, 5.93054, -0.40994)
H (2.47636, 4.70477, 0.01368)
H (2.11415, 7.33347, 1.60665)
H (3.39782, 7.04237, 0.44127)
H (3.33689, 6.11376, 1.93413)
H (1.43686, 2.14036, 2.13236)
H (1.09498, 2.95355, 3.63499)
H (3.53451, 3.57877, 1.84512)
H (3.59201, 2.56144, 3.28151)
H (3.23049, 4.27762, 3.42937)
C (1.35570, -6.46568, 2.34793)
C (0.87285, -5.00785, 2.25366)
C (-0.66446, -5.00015, 2.32989)
C (1.36558, -4.26011, 3.50329)
Si (1.52896, -4.16079, 0.66486)
Br (0.37529, -2.21991, 0.51082)
C (3.34911, -3.58412, 0.77759)
C (4.27661, -4.72466, 1.23081)
C (3.82816, -3.08134, -0.59753)
C (3.53352, -2.39560, 1.74031)
C (1.13361, -5.14814, -0.92135)
C (2.14220, -6.29325, -1.12436)
C (-0.27678, -5.75594, -0.86344)
C (1.17141, -4.25533, -2.16700)
H (1.04380, -6.87976, 3.31463)
H (2.44282, -6.56284, 2.28975)
H (0.91998, -7.09900, 1.57202)
H (-0.96417, -5.44220, 3.28896)
H (-1.14119, -5.57933, 1.54111)
H (-1.06501, -3.98557, 2.29052)
H (0.89424, -4.70812, 4.38687)
H (1.09269, -3.20026, 3.48052)
H (2.44518, -4.33068, 3.64156)
H (4.20354, -5.61437, 0.59939)
H (4.09241, -5.02848, 2.26395)
H (5.31430, -4.37424, 1.17821)
H (3.89301, -3.87789, -1.34076)
H (4.83426, -2.66113, -0.48359)
H (3.19121, -2.28242, -0.99506)
H (3.26700, -2.62362, 2.77120)
H (2.95808, -1.52483, 1.41827)
H (4.59274, -2.11042, 1.72848)
H (2.19038, -6.98172, -0.27622)
H (3.15238, -5.92642, -1.32037)
H (1.83631, -6.87763, -2.00035)
H (-0.37504, -6.53120, -0.10186)
H (-0.49158, -6.22202, -1.83192)
H (-1.04432, -4.99720, -0.68737)
H (2.15762, -3.82502, -2.34134)
H (0.45126, -3.43697, -2.11156)
H (0.91616, -4.86390, -3.04334)

Here is 7 unconnected molecules or ions with the total composition C54H77BBrN4O6SSi at a distorted geometry from the OMol25 dataset. Energies are from ωB97M-V/def2-TZVPD.

## Properties
Energy ... -164908.8757 eV
Net charge ... +1
Frontier orbital gap ... 6.441 eV

CARTESIAN COORDINATES (ANGSTROEM)
C (-4.10928, -1.02495, -0.34674)
C (-4.30936, -0.56658, -1.91189)
O (-5.09037, 0.71428, -1.88221)
C (-2.87192, -0.35456, -2.72770)
O (-1.93881, -1.49796, -2.55638)
C (-0.87654, -1.15023, -1.57212)
N (0.17200, -0.31108, -2.26064)
C (1.50094, -0.30007, -1.51773)
N (2.46873, 0.55474, -2.06030)
B (3.88032, 0.71493, -1.53337)
O (4.13766, 1.81906, -0.54383)
N (5.10825, -0.07424, -1.93560)
C (5.63728, 0.65350, -3.18266)
C (6.23408, 0.03521, -0.91261)
N (1.85686, -1.14455, -0.31423)
C (1.29389, -0.61376, 0.97989)
C (2.22511, 0.52577, 1.72345)
O (1.66940, 1.83579, 1.34245)
Si (2.16979, 3.12016, 2.43088)
C (0.92086, 4.60186, 2.10719)
C (3.92756, 3.84309, 2.06027)
C (2.02190, 2.71113, 4.30637)
C (1.32949, -2.54037, -0.65105)
C (1.86861, -3.70405, 0.42179)
O (0.89191, -4.02174, 1.47474)
O (1.21882, -5.20399, 1.97817)
C (1.86256, -3.08291, -2.14061)
C (3.51268, -2.94340, -2.30420)
C (3.96993, -2.38559, -3.78814)
Br (4.29640, -4.82378, -2.19011)
C (-0.30678, -2.42863, -0.71925)
S (-1.13326, -3.96842, -1.49270)
H (-3.79686, -2.17299, -0.28412)
H (-5.14645, -0.92039, 0.19717)
H (-3.34710, -0.32442, 0.22968)
H (-4.89782, -1.39090, -2.54207)
H (-4.72280, 1.31761, -1.14910)
H (-3.18535, -0.18244, -3.86607)
H (-2.44692, 0.67055, -2.35638)
H (-1.41275, -0.43075, -0.78502)
H (-0.15906, 0.65296, -2.49559)
H (2.22601, 1.11446, -2.93365)
H (3.39687, 2.49142, -0.57253)
H (4.67095, 0.85503, -3.85336)
H (6.42370, 0.03107, -3.78699)
H (6.03440, 1.72959, -2.87910)
H (5.91915, -0.39996, 0.13971)
H (7.15889, -0.62606, -1.26344)
H (6.64049, 1.12997, -0.80690)
H (0.26317, -0.06592, 0.72918)
H (1.03531, -1.42131, 1.78591)
H (3.34896, 0.36189, 1.45211)
H (2.14338, 0.30834, 2.89428)
H (0.04715, 4.45866, 2.88404)
H (0.50672, 4.41847, 1.00322)
H (1.46339, 5.63683, 2.17087)
H (4.36304, 4.45596, 2.95777)
H (3.80801, 4.55977, 1.11869)
H (4.71204, 3.02435, 1.76857)
H (1.91332, 3.67029, 5.00273)
H (1.09628, 1.97871, 4.44090)
H (2.98552, 2.06599, 4.58488)
H (2.17229, -4.70477, -0.10336)
H (2.83058, -3.28033, 0.94502)
H (1.93238, -5.10250, 2.67962)
H (1.26364, -2.62502, -3.03551)
H (1.65687, -4.25892, -2.17796)
H (3.96655, -2.37840, -1.39009)
H (3.42505, -1.37373, -4.09241)
H (3.95183, -3.19998, -4.63026)
H (5.12899, -2.08767, -3.66715)
H (-0.79139, -2.36135, 0.37003)
H (-0.76722, -4.09325, -2.84352)
C (1.32867, -4.61991, -9.18114)
C (0.55792, -3.94118, -8.23771)
C (0.77929, -4.14758, -6.87638)
C (1.77910, -5.02617, -6.45811)
C (2.55235, -5.70204, -7.40161)
C (2.32473, -5.50265, -8.76299)
H (1.15357, -4.46138, -10.24201)
H (-0.21653, -3.25138, -8.56371)
H (0.17408, -3.62367, -6.14157)
H (1.95504, -5.18344, -5.39725)
H (3.33256, -6.38545, -7.07546)
H (2.92364, -6.03354, -9.49775)
C (-1.41912, 0.90607, 8.42407)
C (-1.62329, 2.06117, 7.66985)
C (-1.71885, 1.98027, 6.28092)
C (-1.62000, 0.74168, 5.64639)
C (-1.41958, -0.41388, 6.40098)
C (-1.31472, -0.33179, 7.78922)
H (-1.34128, 0.96995, 9.50624)
H (-1.70719, 3.02541, 8.16492)
H (-1.87123, 2.88131, 5.69302)
H (-1.69934, 0.67783, 4.56439)
H (-1.34419, -1.37924, 5.90646)
H (-1.15307, -1.23155, 8.37631)
C (-1.61066, 8.95730, 3.75801)
C (-1.81484, 10.11240, 3.00380)
C (-1.91040, 10.03150, 1.61486)
C (-1.81154, 8.79291, 0.98034)
C (-1.61112, 7.63735, 1.73492)
C (-1.50627, 7.71944, 3.12316)
H (-1.53283, 9.02118, 4.84018)
H (-1.89874, 11.07664, 3.49886)
H (-2.06277, 10.93254, 1.02696)
H (-1.89089, 8.72906, -0.10167)
H (-1.53574, 6.67199, 1.24040)
H (-1.34461, 6.81968, 3.71026)
C (-7.34940, 2.95774, -1.47675)
C (-8.23270, 3.60883, -0.61615)
C (-8.71424, 4.87725, -0.93869)
C (-8.31971, 5.49100, -2.12789)
C (-7.43932, 4.83825, -2.99028)
C (-6.95052, 3.57371, -2.66322)
H (-6.97167, 1.97064, -1.22340)
H (-8.54545, 3.12761, 0.30716)
H (-9.39722, 5.38713, -0.26469)
H (-8.69870, 6.47742, -2.38177)
H (-7.13325, 5.31600, -3.91776)
H (-6.26036, 3.06783, -3.33266)
C (4.99883, -0.16602, 5.09670)
C (5.76886, 0.45526, 6.07946)
C (5.78850, -0.05484, 7.37724)
C (5.04505, -1.19323, 7.69006)
C (4.27797, -1.81669, 6.70630)
C (4.25104, -1.30110, 5.41077)
H (4.98109, 0.23382, 4.08622)
H (6.35355, 1.33829, 5.83393)
H (6.38330, 0.43341, 8.14440)
H (5.06408, -1.59376, 8.70017)
H (3.69995, -2.70478, 6.94986)
H (3.64900, -1.78384, 4.64599)
C (-5.55910, -7.47005, -4.13878)
C (-4.26943, -7.25212, -4.62255)
C (-3.33490, -6.57567, -3.83905)
C (-3.68756, -6.12539, -2.56650)
C (-4.97616, -6.34666, -2.08127)
C (-5.91347, -7.01496, -2.86852)
H (-6.28817, -7.99428, -4.75105)
H (-3.99266, -7.60908, -5.61142)
H (-2.33212, -6.40012, -4.21895)
H (-2.95795, -5.60251, -1.95382)
H (-5.25032, -5.99712, -1.08890)
H (-6.91890, -7.18230, -2.49237)

What are the LUMO energy values for these records? In order: 0.1, -4.2 eV.